# C26H48BrO3SSi2Zr

A molecular structure, C26H48BrO3SSi2Zr (ωB97M-V with the def2-TZVPD basis set, OMol25).

Summary:
Orbital gap in eV: 5.82
E_HOMO in eV: -3.327
Charge: -1
ΔE to the lowest compared entry with this formula, charge and spin in kcal/mol: 0.00

Cartesian coordinates (Å):
Zr -1.065 -2.154 -0.592
O 2.822 -1.526 0.685
C 1.880 -2.297 0.601
O 0.636 -1.984 0.826
C 2.101 -3.760 0.310
C 2.966 -4.464 1.138
C 3.161 -5.826 0.977
C 2.493 -6.486 -0.047
C 1.653 -5.783 -0.896
C 1.439 -4.412 -0.737
S 0.454 -3.572 -1.962
H 3.486 -3.923 1.920
H 3.824 -6.366 1.641
H 2.633 -7.551 -0.192
H 1.149 -6.291 -1.709
C -1.266 -3.742 3.202
Si -2.666 -3.006 2.196
C -2.481 -1.119 2.251
C -4.283 -3.336 3.111
C -2.581 -3.572 0.454
H -1.296 -3.397 4.239
H -0.304 -3.456 2.771
H -1.322 -4.834 3.206
H -2.246 -0.780 3.264
H -3.420 -0.641 1.958
H -1.698 -0.695 1.609
H -4.269 -2.878 4.105
H -4.459 -4.407 3.235
H -5.131 -2.921 2.560
H -3.533 -3.536 -0.079
H -2.202 -4.598 0.389
C 3.606 1.878 0.257
C 2.853 2.677 -0.819
C 3.372 2.147 -2.167
C 3.253 4.157 -0.692
Si 0.953 2.436 -0.617
Br 0.573 0.399 -1.506
C 0.379 2.387 1.208
C 0.884 3.605 2.000
C -1.156 2.367 1.268
C 0.866 1.115 1.916
C -0.112 3.607 -1.733
C 0.494 3.688 -3.143
C -0.190 5.034 -1.169
C -1.551 3.091 -1.921
H 4.679 1.931 0.041
H 3.318 0.824 0.270
H 3.459 2.289 1.257
H 4.446 2.356 -2.229
H 2.895 2.605 -3.030
H 3.240 1.068 -2.241
H 4.346 4.231 -0.702
H 2.904 4.607 0.239
H 2.879 4.762 -1.518
H 0.579 4.557 1.563
H 1.969 3.610 2.100
H 0.467 3.559 3.013
H -1.590 3.326 0.985
H -1.468 2.155 2.297
H -1.586 1.593 0.627
H 1.948 1.073 2.023
H 0.572 0.198 1.401
H 0.431 1.092 2.922
H 1.477 4.157 -3.153
H -0.164 4.295 -3.774
H 0.574 2.702 -3.603
H 0.793 5.483 -1.016
H -0.730 5.072 -0.224
H -0.735 5.669 -1.878
H -1.586 2.053 -2.252
H -2.043 3.706 -2.683
H -2.145 3.165 -1.012
C -3.858 -0.505 -0.960
O -2.454 -0.511 -1.168
C -1.980 -1.502 -2.250
C -2.141 -0.951 -3.619
H -4.360 -0.262 -1.900
H -4.087 0.270 -0.225
H -4.217 -1.474 -0.611
H -3.191 -0.803 -3.911
H -1.719 -1.681 -4.314
H -1.620 0.007 -3.781

# F2FeH12O8P

A molecular structure, F2FeH12O8P in a non-equilibrium geometry (ωB97M-V with the def2-TZVPD basis set, OMol25).

Summary:
Multiplicity: 6
Orbital gap (spin up / spin down) in eV: 8.72 / 6.33
E_HOMO (spin up / spin down) in eV: -16.940 / -16.664
Charge: +2
<S²>: 8.77
ΔE to the lowest compared entry with this formula, charge and spin in kcal/mol: 0.00

Cartesian coordinates (Å):
Fe -6.051 19.417 5.276
O -6.347 20.550 6.667
P -7.026 22.132 6.427
O -6.653 21.133 5.347
F -5.982 22.322 7.600
F -7.997 21.550 7.486
O -6.968 19.508 3.274
H -7.264 20.333 2.902
H -6.792 19.011 2.440
O -3.725 20.979 7.264
H -4.728 20.772 7.350
H -3.825 21.759 6.770
O -4.224 20.001 4.654
H -4.135 19.997 3.689
H -3.326 20.076 5.023
O -5.019 18.303 6.872
H -4.866 18.465 7.796
H -4.171 17.974 6.577
O -5.494 17.557 4.276
H -5.833 16.747 4.760
H -5.003 17.260 3.525
O -7.791 18.504 5.856
H -7.908 18.051 6.703
H -8.638 18.315 5.404

# C13H30N2NbO2S

A molecular structure, C13H30N2NbO2S in a non-equilibrium geometry (ωB97M-V with the def2-TZVPD basis set, OMol25).

Summary:
Orbital gap in eV: 6.42
E_HOMO in eV: -3.968
Charge: -1

Cartesian coordinates (Å):
C -4.981 0.777 0.221
C -3.695 1.611 0.251
Nb -1.799 0.517 -0.348
O -2.420 0.139 -2.225
S -2.539 -1.797 0.276
C -1.042 2.568 -0.920
C -1.563 3.108 -2.258
C 0.316 -0.256 -0.931
O 0.286 -1.197 -2.015
C 0.464 -2.544 -1.648
C -0.923 0.695 1.756
C -0.860 2.053 2.349
C 0.345 2.905 2.067
N -1.742 2.559 3.131
H -5.220 0.472 -0.795
H -4.940 -0.090 0.870
H -5.825 1.388 0.560
H -3.810 2.401 -0.498
H -3.597 2.143 1.199
H -1.696 0.123 -2.856
H -2.798 -1.687 1.583
H 0.046 2.611 -0.939
H -1.371 3.268 -0.149
H -2.606 3.404 -2.192
H -1.435 2.411 -3.081
H -1.010 4.013 -2.528
H 0.863 -0.646 -0.070
H 0.897 0.599 -1.292
H -0.492 -3.066 -1.636
H 0.950 -2.649 -0.683
H 1.102 -3.026 -2.387
H 0.080 0.266 1.790
H -1.543 0.070 2.398
H 0.751 2.746 1.075
H 0.060 3.948 2.160
H 1.130 2.676 2.786
H -2.494 1.887 3.271
C 4.006 -1.563 0.425
C 4.959 -2.713 0.735
C 4.982 -3.776 -0.370
C 3.660 -4.367 -0.557
N 2.596 -4.773 -0.669
H 2.975 -1.907 0.341
H 4.037 -0.815 1.216
H 4.272 -1.073 -0.513
H 4.673 -3.182 1.678
H 5.972 -2.328 0.864
H 5.684 -4.574 -0.129
H 5.294 -3.330 -1.316

# C28H52N2O2Si2V

A molecular structure, C28H52N2O2Si2V in a non-equilibrium geometry (ωB97M-V with the def2-TZVPD basis set, OMol25).

Summary:
Multiplicity: 4
Orbital gap (spin up / spin down) in eV: 5.35 / 5.36
E_HOMO (spin up / spin down) in eV: -6.430 / -6.503
<S²>: 3.78
ΔE to the lowest compared entry with this formula, charge and spin in kcal/mol: 30.49

Cartesian coordinates (Å):
O 0.445 -2.130 -1.650
O 0.865 1.244 -4.384
C 0.812 -3.451 -2.061
C -0.137 -4.496 -1.527
H 1.823 -3.611 -1.698
H 0.864 -3.500 -3.158
H -0.376 -4.367 -0.479
H 0.289 -5.493 -1.625
H -1.062 -4.494 -2.087
C -0.724 -1.629 -2.359
C -0.706 -1.789 -3.868
H -0.769 -0.564 -2.095
H -1.622 -2.099 -1.930
H 0.032 -1.109 -4.316
H -1.701 -1.512 -4.246
H -0.517 -2.818 -4.200
C 0.591 2.362 -3.546
C 2.252 1.108 -4.679
C -0.885 2.706 -3.606
H 1.179 3.246 -3.864
H 0.881 2.115 -2.505
H -1.135 3.107 -4.593
H -1.105 3.477 -2.864
H -1.510 1.829 -3.409
C 2.413 0.172 -5.857
H 2.792 0.719 -3.795
H 2.686 2.091 -4.934
H 1.788 -0.720 -5.767
H 3.457 -0.131 -5.944
H 2.138 0.699 -6.776
H -1.390 1.334 1.467
V 0.439 -0.948 0.834
C 0.278 1.495 0.159
Si 2.137 1.199 0.055
H -0.278 1.187 -0.759
H -0.027 2.504 0.449
C 2.678 -0.328 -0.921
C 3.051 0.933 1.693
C 2.971 2.675 -0.768
C -2.100 0.461 1.399
Si -3.786 1.268 1.222
H -2.029 -0.086 2.347
H -1.884 -0.272 0.582
C -4.916 0.166 0.224
C -3.438 2.887 0.329
C -4.483 1.623 2.924
H 2.657 2.818 -1.812
H 4.064 2.530 -0.753
H 2.729 3.588 -0.204
H 2.806 -1.243 -0.309
H 3.668 -0.082 -1.339
H 2.016 -0.564 -1.764
H 3.210 -0.126 1.945
H 2.573 1.412 2.554
H 4.039 1.400 1.555
H -4.365 3.463 0.215
H -3.021 2.705 -0.671
H -2.721 3.500 0.893
H -5.229 2.429 2.868
H -3.708 1.938 3.638
H -4.986 0.739 3.344
H -5.947 0.545 0.247
H -4.921 -0.859 0.623
H -4.593 0.122 -0.826
C -1.157 2.872 5.019
C -0.484 3.093 3.807
C 0.221 2.057 3.203
C 0.117 0.740 3.700
C -0.413 0.564 5.001
C -1.084 1.613 5.632
N 0.409 -0.419 2.918
N 0.522 -1.449 3.752
C 1.013 -2.591 3.163
C 1.306 -3.726 3.975
C 1.783 -4.884 3.371
C 1.998 -4.914 1.985
C 1.760 -3.768 1.200
C 1.234 -2.622 1.776
H -1.712 3.683 5.483
H -0.510 4.086 3.342
H 0.828 2.234 2.320
H -0.327 -0.416 5.468
H -1.552 1.441 6.603
H 1.145 -3.631 5.050
H 2.002 -5.765 3.973
H 2.358 -5.823 1.500
H 1.992 -3.755 0.139

# C4H5NO

A single C4H5NO molecule (ωB97M-V with the def2-TZVPD basis set, OMol25).

Summary:
Orbital gap in eV: 10.60
E_HOMO in eV: -9.920
ΔE to the lowest compared entry with this formula, charge and spin in kcal/mol: 48.61

Cartesian coordinates (Å):
C 2.089 0.867 0.350
C 1.165 0.202 0.748
C 0.198 -0.900 0.866
O 0.374 -1.854 1.600
N -0.806 -0.821 -0.076
C -1.154 0.422 -0.746
H 2.932 1.417 -0.009
H -0.960 -1.701 -0.559
H -1.895 0.225 -1.526
H -0.273 0.901 -1.190
H -1.592 1.118 -0.019

# C7H14ClN

A single C7H14ClN molecule in a non-equilibrium geometry (ωB97M-V with the def2-TZVPD basis set, OMol25).

Summary:
Orbital gap in eV: 8.92
E_HOMO in eV: -8.130
ΔE to the lowest compared entry with this formula, charge and spin in kcal/mol: 45.68

Cartesian coordinates (Å):
C -1.401 1.553 3.203
C -1.189 0.824 2.067
N -0.437 1.186 0.915
Cl 0.803 2.273 1.417
C -0.135 0.404 -0.256
C -1.245 -0.602 -0.448
C 0.116 1.472 -1.380
C 1.207 -0.377 -0.061
C 1.596 -1.275 -1.209
H -2.182 1.366 3.933
H -1.151 2.615 3.443
H -1.684 -0.118 2.093
H -1.032 -1.346 0.355
H -2.254 -0.258 -0.259
H -1.327 -1.008 -1.446
H 0.480 2.258 -0.742
H 0.808 1.043 -2.068
H -0.737 1.793 -1.872
H 1.135 -0.939 0.820
H 2.059 0.290 0.110
H 1.922 -0.769 -2.057
H 2.480 -1.920 -1.039
H 0.902 -2.008 -1.490

# C54H45GaN6O3Si

A molecular structure, C54H45GaN6O3Si in a non-equilibrium geometry (ωB97M-V with the def2-TZVPD basis set, OMol25).

Summary:
Orbital gap in eV: 7.01
E_HOMO in eV: -6.808
ΔE to the lowest compared entry with this formula, charge and spin in kcal/mol: 0.00

Cartesian coordinates (Å):
Ga -0.670 -0.560 -0.076
C 1.649 0.666 3.845
C 1.361 0.344 2.511
N 0.180 -0.062 2.119
C -0.804 -0.206 3.024
C -0.580 -0.033 4.409
C 0.684 0.461 4.793
C -1.613 -0.357 5.315
C -2.805 -0.822 4.832
C -3.063 -0.895 3.451
C -2.110 -0.520 2.525
N -2.289 -0.401 1.153
C -3.364 0.258 0.633
C -4.458 0.771 1.327
C -5.505 1.429 0.673
C -5.484 1.669 -0.675
C -4.334 1.311 -1.404
C -4.117 1.709 -2.739
C -2.939 1.397 -3.362
C -1.980 0.657 -2.662
N -2.160 0.265 -1.421
C -3.294 0.586 -0.765
H 2.626 1.050 4.104
H 2.121 0.432 1.742
H 0.873 0.684 5.836
H -1.446 -0.255 6.380
H -3.585 -1.122 5.521
H -4.028 -1.247 3.114
H -4.488 0.701 2.401
H -6.353 1.761 1.260
H -6.306 2.162 -1.178
H -4.880 2.292 -3.241
H -2.724 1.733 -4.367
H -1.039 0.390 -3.121
C -0.249 -6.993 -0.796
C -1.198 -6.018 -1.056
C -0.925 -4.682 -0.784
C 0.309 -4.294 -0.266
C 1.248 -5.294 0.006
C 0.975 -6.628 -0.250
Si 0.859 -2.493 0.061
C 2.371 -2.293 -1.098
C 3.205 -1.180 -0.970
C 4.314 -1.005 -1.783
C 4.617 -1.945 -2.757
C 3.791 -3.049 -2.918
C 2.685 -3.218 -2.096
C 1.581 -2.696 1.813
C 2.945 -2.662 2.094
C 3.419 -2.882 3.382
C 2.531 -3.130 4.417
C 1.167 -3.157 4.157
C 0.703 -2.948 2.869
H -0.464 -8.031 -1.016
H -2.156 -6.298 -1.478
H -1.677 -3.930 -0.986
H 2.212 -5.023 0.423
H 1.716 -7.387 -0.033
H 2.979 -0.433 -0.218
H 4.944 -0.132 -1.659
H 5.497 -1.829 -3.376
H 4.016 -3.779 -3.687
H 2.056 -4.090 -2.230
H 3.656 -2.462 1.300
H 4.485 -2.858 3.576
H 2.898 -3.305 5.421
H 0.463 -3.336 4.961
H -0.367 -2.975 2.681
C 0.313 -2.457 -5.456
N -0.742 -2.355 -4.471
C -2.104 -2.519 -4.937
C -0.468 -2.163 -3.172
O -1.309 -2.125 -2.280
H 0.225 -1.660 -6.198
H 0.257 -3.419 -5.972
H 1.282 -2.377 -4.966
H -2.318 -3.567 -5.163
H -2.255 -1.921 -5.837
H -2.786 -2.182 -4.159
H 0.600 -2.022 -2.975
O 0.861 0.610 -1.759
C 0.636 1.581 -1.019
N 1.229 2.803 -1.067
C 0.618 3.697 -0.091
C -0.357 2.699 0.626
O -1.042 2.983 1.582
N -0.271 1.509 -0.012
C -0.135 4.804 -0.810
C -1.515 4.757 -0.975
C -2.156 5.718 -1.747
C -1.427 6.727 -2.356
C -0.051 6.780 -2.187
C 0.590 5.829 -1.410
C 1.585 4.181 0.973
C 1.178 5.176 1.857
C 2.000 5.552 2.906
C 3.232 4.940 3.088
C 3.639 3.947 2.211
C 2.817 3.564 1.160
H 1.780 3.117 -1.846
H -2.096 3.976 -0.501
H -3.230 5.666 -1.873
H -1.928 7.473 -2.960
H 0.531 7.559 -2.665
H 1.664 5.877 -1.267
H 0.207 5.635 1.723
H 1.671 6.321 3.593
H 3.863 5.229 3.919
H 4.597 3.462 2.348
H 3.132 2.780 0.483

# C4H8N2O

A single C4H8N2O molecule (ωB97M-V with the def2-TZVPD basis set, OMol25).

Summary:
Orbital gap in eV: 11.04
E_HOMO in eV: -10.194
ΔE to the lowest compared entry with this formula, charge and spin in kcal/mol: 40.45

Cartesian coordinates (Å):
C 1.380 -0.517 1.356
N 0.658 0.436 0.511
C -0.445 -0.183 -0.215
C 0.041 -1.316 -1.040
N 0.564 -2.191 -1.584
C -1.190 0.893 -1.017
O -1.747 1.836 -0.141
H 2.210 -0.005 1.843
H 0.690 -0.880 2.125
H 1.771 -1.389 0.800
H 1.301 0.846 -0.165
H -1.150 -0.588 0.524
H -2.010 0.445 -1.588
H -0.496 1.362 -1.737
H -1.040 2.087 0.472

Calculated electronic energy in order - -4843.6339, -2413.1414, -1228.4072, -2880.9122, -285.3371, -789.9543, -4853.5011, -341.9392 a.u.